(1)
96
Properties=species:S:1:pos:R:3 method="wB97M-V/def2-TZVPD" charge=+1 energy_ev=-824681.854 homo_energy_ev=-11.3 e_lumo_ha=-0.1510 orbital_gap_ev=7.173
C 5.348 -2.510 2.591
C 4.801 -1.516 3.739
C 5.431 -0.029 3.483
C 4.699 0.729 2.239
C 4.040 2.116 2.800
C 2.466 1.839 3.140
C 1.617 2.342 1.856
C 0.120 1.776 1.924
C -0.915 2.516 2.814
C -2.369 1.891 2.846
Br -3.649 2.855 4.028
C -2.747 0.598 2.020
C -4.259 0.074 2.096
C -5.346 1.190 1.586
C -6.462 1.319 2.767
F -6.020 0.793 0.376
N -1.694 -0.060 1.229
C -1.963 -1.332 0.464
C -2.258 -1.078 -1.099
O -2.100 -2.045 -1.896
Cl -2.810 0.594 -1.658
C -0.352 0.478 1.151
C 0.829 -0.180 0.251
C 1.555 -1.342 0.900
C 2.739 -2.010 0.160
C 2.992 -1.333 -1.212
C 2.076 -0.176 -1.670
N 0.982 0.464 -1.010
H 6.446 -2.767 2.780
H 5.285 -1.929 1.592
H 4.707 -3.465 2.483
H 3.666 -1.390 3.741
H 5.159 -1.810 4.795
H 5.350 0.593 4.456
H 6.540 -0.153 3.193
H 3.884 0.002 1.861
H 5.426 1.008 1.395
H 4.166 2.943 2.022
H 4.554 2.465 3.758
H 2.102 2.486 4.029
H 2.254 0.725 3.307
H 2.189 2.040 0.913
H 1.537 3.499 1.840
H -0.608 3.438 3.416
H -4.494 -0.261 3.181
H -4.478 -0.845 1.444
H -4.800 2.204 1.450
H -7.262 0.491 2.693
H -5.975 1.180 3.803
H -6.918 2.376 2.776
H -1.052 -2.049 0.488
H -2.819 -1.959 0.948
H 1.237 -1.725 1.930
H 3.366 -2.881 0.539
H 3.849 -1.693 -1.869
H 2.289 0.311 -2.752
Br 6.897 3.731 0.521
C 8.303 2.895 -0.541
C 7.791 2.483 -1.899
Br 6.721 0.857 -1.787
H 8.691 2.062 0.045
H 9.077 3.658 -0.637
H 8.620 2.232 -2.563
H 7.168 3.241 -2.374
Br 3.363 -0.747 -4.024
C 3.202 -1.804 -5.658
C 2.414 -1.066 -6.711
Br 0.503 -1.116 -6.328
H 2.758 -2.759 -5.376
H 4.228 -1.970 -5.992
H 2.521 -1.551 -7.683
H 2.692 -0.015 -6.802
Br 0.621 2.236 -8.404
C -1.225 2.167 -9.026
C -1.396 1.145 -10.122
Br -0.707 1.807 -11.821
H -1.495 3.178 -9.332
H -1.811 1.891 -8.147
H -2.454 0.948 -10.302
H -0.885 0.204 -9.916
Br -8.880 -0.311 5.207
C -10.674 0.406 4.948
C -10.687 1.475 3.884
Br -9.967 3.156 4.561
H -11.019 0.759 5.920
H -11.280 -0.449 4.642
H -11.710 1.706 3.583
H -10.104 1.213 3.001
Br -2.415 -4.474 2.384
C -2.508 -5.699 0.868
C -3.193 -5.058 -0.314
Br -5.126 -5.002 -0.068
H -3.009 -6.602 1.220
H -1.470 -5.935 0.629
H -3.039 -5.653 -1.216
H -2.867 -4.035 -0.500

(2)
90
Properties=species:S:1:pos:R:3 method="wB97M-V/def2-TZVPD" energy_ev=-116580.243 homo_energy_ev=-6.0 e_lumo_ha=0.0057 orbital_gap_ev=6.160
Rb 0.265 -0.208 0.018
Br 3.436 -0.236 0.826
C 3.443 -0.128 2.769
C 4.670 -0.079 3.362
C 4.747 0.020 4.759
C 3.598 0.060 5.498
C 2.329 0.001 4.882
C 1.138 0.045 5.631
C -0.078 0.004 5.000
C -0.145 -0.089 3.604
C 0.967 -0.152 2.765
C 2.218 -0.094 3.459
H 5.570 -0.105 2.764
H 5.724 0.080 5.221
H 3.640 0.156 6.576
H 1.200 0.112 6.709
H -0.995 0.030 5.584
H -1.146 -0.120 3.160
C -4.382 -1.803 -2.580
N -3.903 -1.262 -1.325
C -2.884 -2.087 -0.720
C -3.838 0.101 -1.127
N -2.786 0.624 -0.608
C -2.815 1.784 0.155
C -3.835 1.935 1.100
C -3.865 2.983 1.995
C -2.862 3.935 1.955
C -1.852 3.814 1.024
C -1.785 2.750 0.120
N -0.642 2.628 -0.661
C -0.102 3.628 -1.263
N 1.257 3.691 -1.446
C 2.113 2.811 -0.688
C 1.822 4.040 -2.731
N -0.778 4.712 -1.818
C -2.180 4.602 -2.124
C -0.348 6.057 -1.507
N -4.978 0.773 -1.568
C -6.280 0.337 -1.114
C -4.917 2.174 -1.901
H -4.735 -2.822 -2.410
H -3.571 -1.831 -3.320
H -5.201 -1.210 -2.977
H -3.294 -3.089 -0.589
H -2.617 -1.682 0.254
H -1.980 -2.150 -1.339
H -4.603 1.174 1.151
H -4.654 3.046 2.728
H -2.854 4.753 2.657
H -1.049 4.539 1.012
H 1.618 2.529 0.237
H 3.032 3.344 -0.447
H 2.377 1.911 -1.256
H 1.188 4.744 -3.264
H 1.945 3.135 -3.342
H 2.804 4.489 -2.576
H -2.384 3.583 -2.442
H -2.409 5.280 -2.950
H -2.824 4.850 -1.272
H 0.660 6.040 -1.099
H -1.023 6.506 -0.767
H -0.361 6.678 -2.408
H -6.207 -0.661 -0.687
H -6.991 0.322 -1.946
H -6.661 1.023 -0.346
H -3.957 2.385 -2.362
H -5.045 2.831 -1.033
H -5.704 2.393 -2.626
C 1.756 -7.016 2.169
C 1.964 -6.433 0.771
N 0.944 -5.496 0.355
C -0.336 -6.034 -0.066
C -1.447 -5.710 0.936
C 1.100 -4.136 0.439
C 2.130 -3.583 1.374
N 0.398 -3.300 -0.222
H 2.618 -7.619 2.438
H 0.872 -7.646 2.202
H 1.644 -6.227 2.906
H 1.981 -7.255 0.045
H 2.930 -5.930 0.717
H -0.237 -7.115 -0.179
H -0.609 -5.628 -1.050
H -1.270 -6.199 1.890
H -2.403 -6.046 0.544
H -1.488 -4.635 1.107
H 2.454 -4.304 2.115
H 1.679 -2.728 1.879
H 2.988 -3.221 0.812
H -0.254 -3.754 -0.853

(3)
83
Properties=species:S:1:pos:R:3 method="wB97M-V/def2-TZVPD" charge=+2 energy_ev=-65447.607 homo_energy_ev="-11.1 / -11.1" e_lumo_ha="-0.3267 / -0.3253" orbital_gap_ev="2.244 / 2.281"
Ce -0.616 -0.056 0.076
C 0.710 -0.126 2.325
C 1.722 0.394 1.455
C 0.005 1.953 1.564
C -0.362 0.844 2.399
C 1.285 1.671 0.986
C 0.814 -1.396 3.094
H 1.510 -2.110 2.624
H -0.163 -1.886 3.151
H 1.176 -1.226 4.124
C -1.711 0.660 2.985
H -1.863 -0.366 3.332
H -2.503 0.821 2.225
H -1.923 1.363 3.806
C -0.876 3.105 1.223
H -0.933 3.858 2.024
H -1.915 2.783 1.033
H -0.537 3.615 0.309
C 2.101 2.642 0.192
H 2.661 3.366 0.818
H 1.451 3.230 -0.474
H 2.844 2.134 -0.441
C 3.115 -0.133 1.338
H 3.833 0.315 2.053
H 3.526 0.049 0.339
H 3.143 -1.214 1.510
C -0.976 -2.184 -0.945
C 0.147 -2.415 -0.175
C 1.525 -2.648 -0.760
C 1.942 -1.711 -1.882
C 1.530 -0.253 -1.760
C 0.397 0.281 -2.299
C -0.659 -0.580 -3.015
C -1.014 -1.949 -2.444
H 1.622 -3.670 -1.156
H 1.616 -2.159 -2.831
H 2.245 -2.613 0.062
H -0.429 -2.715 -2.966
H -1.997 -2.132 -0.469
H 0.061 -2.652 0.902
H -2.064 -2.122 -2.712
H -1.550 0.059 -3.110
H 0.266 1.387 -2.369
H -0.392 -0.787 -4.065
H 3.041 -1.747 -1.925
H 2.332 0.404 -1.399
P -1.216 -0.734 -7.277
P -0.869 1.994 -8.817
C -1.230 -0.799 -9.150
C -1.562 0.555 -9.787
H -1.975 -1.551 -9.443
H -0.237 -1.153 -9.465
H -1.177 0.619 -10.815
H -2.649 0.719 -9.812
C -1.672 3.369 -9.738
H -1.212 4.311 -9.418
H -2.734 3.393 -9.466
H -1.570 3.259 -10.825
C 0.782 2.062 -9.638
H 0.682 2.072 -10.731
H 1.379 1.199 -9.320
H 1.281 2.979 -9.300
C -2.656 -1.837 -6.954
H -2.711 -2.044 -5.877
H -2.566 -2.778 -7.513
H -3.569 -1.310 -7.256
C 0.136 -1.942 -6.946
H 1.090 -1.477 -7.222
H -0.003 -2.867 -7.521
H 0.160 -2.171 -5.872
C -2.020 -1.959 1.618
C -2.359 -2.611 2.637
C -2.847 -3.247 3.802
C -4.038 -2.785 4.407
C -4.403 -3.252 5.678
C -3.614 -4.209 6.320
C -2.467 -4.722 5.706
C -2.092 -4.262 4.434
H -4.631 -2.042 3.887
H -5.293 -2.850 6.156
H -3.898 -4.565 7.313
H -1.851 -5.463 6.203
H -1.209 -4.641 3.934

(4)
119
Properties=species:S:1:pos:R:3 method="wB97M-V/def2-TZVPD" energy_ev=-143074.640 homo_energy_ev=-10.2 e_lumo_ha=-0.0338 orbital_gap_ev=9.267 smiles="O=C1OC[C@@H](F)O1.O=C1OC[C@@H](F)O1.O=C1OC[C@@H](F)O1.O=C1OC[C@@H](F)O1.O=C1OC[C@@H](F)O1.O=C1OC[C@@H](F)O1.C[N+](=O)[O-].C[N+](=O)[O-].O=S1(=O)CCCC1.O=S1(=O)CCCC1.O=S1(=O)CCCC1"
O -5.741 -3.429 0.893
C -4.920 -3.451 1.760
O -3.832 -4.233 1.787
C -3.005 -3.961 2.924
C -3.713 -2.758 3.577
F -2.891 -1.686 3.370
O -4.918 -2.669 2.839
H -3.057 -4.820 3.593
H -1.977 -3.830 2.585
H -3.902 -2.774 4.650
O 2.424 0.344 -7.181
C 2.828 -0.472 -6.340
O 3.601 -0.255 -5.247
C 3.673 -1.429 -4.475
C 2.820 -2.450 -5.259
F 1.720 -2.606 -4.493
O 2.578 -1.804 -6.388
H 4.678 -1.803 -4.279
H 3.398 -1.170 -3.453
H 3.283 -3.436 -5.310
O 4.593 -3.772 2.904
C 3.801 -2.963 3.337
O 4.183 -1.817 3.738
C 3.040 -1.076 4.171
C 1.880 -1.906 3.631
F 1.551 -1.355 2.477
O 2.449 -3.177 3.548
H 2.941 -0.983 5.252
H 3.117 -0.101 3.690
H 0.958 -1.941 4.212
O -4.532 1.872 -1.491
C -5.259 1.913 -2.475
O -5.168 2.823 -3.450
C -6.015 2.368 -4.541
C -6.884 1.319 -3.903
F -6.738 0.124 -4.577
O -6.340 1.181 -2.646
H -6.713 2.980 -5.111
H -5.482 1.911 -5.375
H -7.950 1.541 -3.951
O 1.063 -0.827 -1.635
C 0.275 -0.348 -0.765
O -0.335 0.809 -0.870
C -1.229 0.986 0.165
C -1.373 -0.418 0.746
F -2.478 -1.148 0.400
O -0.205 -0.990 0.254
H -0.909 1.593 1.011
H -2.226 1.318 -0.125
H -1.239 -0.374 1.827
O 4.730 -5.217 -0.987
C 3.594 -4.833 -0.919
O 2.663 -4.993 -1.943
C 1.467 -4.303 -1.547
C 1.668 -4.036 -0.078
F 1.134 -5.038 0.605
O 3.050 -4.303 0.128
H 1.417 -3.388 -2.136
H 0.547 -4.865 -1.709
H 1.313 -3.093 0.339
C -1.791 2.329 5.297
N -0.597 1.709 4.618
O 0.431 1.540 5.218
O -0.712 1.471 3.443
H -2.574 1.574 5.368
H -2.061 3.195 4.693
H -1.508 2.606 6.313
C 1.555 3.374 2.206
N 2.459 3.481 3.368
O 3.334 2.594 3.377
O 2.455 4.516 4.041
H 0.652 3.279 2.809
H 1.797 2.493 1.612
H 1.649 4.296 1.633
O 1.154 4.429 -1.642
S 1.894 3.240 -1.978
O 2.109 2.256 -0.936
C 1.208 2.250 -3.373
C 1.940 2.756 -4.645
C 3.387 2.900 -4.274
C 3.453 3.588 -2.860
H 0.138 2.368 -3.204
H 1.388 1.182 -3.254
H 1.805 2.294 -5.623
H 1.504 3.724 -4.893
H 3.907 3.456 -5.054
H 3.923 1.955 -4.361
H 3.387 4.668 -2.986
H 4.359 3.351 -2.302
O 6.409 -1.293 -2.299
S 5.649 -0.359 -1.486
O 4.943 0.776 -2.136
C 4.395 -1.221 -0.399
C 4.234 -0.195 0.722
C 5.598 0.327 1.085
C 6.570 0.267 -0.075
H 4.798 -2.195 -0.120
H 3.507 -1.377 -1.011
H 3.661 0.579 0.212
H 3.560 -0.612 1.470
H 6.088 -0.277 1.849
H 5.539 1.298 1.576
H 7.430 -0.400 -0.020
H 6.962 1.196 -0.491
O -7.578 0.903 4.268
S -7.436 1.410 2.894
O -8.488 2.290 2.368
C -5.664 2.064 2.565
C -4.817 0.924 2.004
C -5.864 0.245 1.011
C -7.207 -0.046 1.744
H -5.381 2.665 3.429
H -5.839 2.778 1.761
H -3.854 1.258 1.617
H -4.643 0.089 2.683
H -5.452 -0.633 0.513
H -6.084 0.933 0.195
H -6.932 -0.816 2.465
H -8.157 -0.233 1.244

(5)
100
Properties=species:S:1:pos:R:3 method="wB97M-V/def2-TZVPD" charge=-1 energy_ev=-73234.419 homo_energy_ev=-3.8 e_lumo_ha=-0.0089 orbital_gap_ev=3.608
C -26.967 -20.527 17.579
C -26.305 -19.691 18.594
O -26.885 -18.699 19.036
O -25.087 -19.873 18.843
H -26.958 -21.567 17.905
H -26.421 -20.418 16.642
H -27.961 -20.129 17.372
C -24.656 -21.408 11.197
C -23.875 -20.178 10.586
C -22.791 -20.549 9.588
O -22.412 -19.387 8.864
C -21.408 -19.586 7.857
N -24.897 -19.436 9.933
H -24.795 -22.231 10.495
H -25.547 -21.094 11.741
H -24.095 -21.830 12.030
H -23.391 -19.614 11.383
H -23.250 -21.254 8.894
H -21.862 -20.922 10.021
H -20.436 -19.612 8.350
H -21.420 -18.852 7.052
H -21.594 -20.545 7.374
H -25.547 -19.015 10.582
H -24.476 -18.632 9.490
C -17.818 -18.955 21.962
C -19.035 -18.369 21.248
C -18.991 -18.616 19.706
O -19.986 -17.749 19.062
C -20.068 -18.034 17.647
N -20.267 -18.866 21.844
H -17.883 -18.689 23.017
H -16.863 -18.519 21.666
H -17.696 -20.007 21.706
H -19.053 -17.312 21.514
H -19.124 -19.670 19.462
H -17.951 -18.436 19.436
H -20.847 -18.795 17.596
H -19.185 -18.481 17.190
H -20.482 -17.087 17.299
H -20.309 -18.714 22.842
H -20.295 -19.873 21.777
C -32.342 -18.983 11.752
C -30.948 -18.398 11.354
C -30.119 -18.251 12.608
O -28.813 -17.714 12.271
C -28.056 -17.023 13.376
N -30.386 -19.229 10.330
H -32.951 -19.118 10.859
H -32.907 -18.328 12.416
H -32.411 -19.974 12.201
H -30.988 -17.416 10.883
H -30.003 -19.189 13.152
H -30.692 -17.687 13.344
H -27.029 -16.845 13.057
H -28.046 -17.635 14.278
H -28.491 -16.082 13.711
H -30.133 -20.049 10.863
H -29.446 -18.942 10.097
C -33.092 -12.394 18.612
C -33.356 -12.707 17.324
C -32.592 -13.775 16.617
O -32.768 -14.013 15.408
C -31.661 -14.478 17.473
C -31.464 -14.163 18.842
C -32.101 -12.954 19.469
O -31.762 -12.563 20.573
O -30.725 -14.856 19.732
O -34.367 -12.240 16.588
H -33.752 -11.656 19.045
H -31.172 -15.363 17.093
H -30.228 -15.531 19.265
H -34.359 -12.420 15.645
C -31.345 -23.874 19.446
C -31.449 -22.668 20.035
C -31.882 -21.423 19.379
O -32.063 -20.351 19.990
C -32.054 -21.673 17.930
C -31.930 -22.901 17.316
C -31.647 -24.109 18.039
O -31.646 -25.220 17.519
O -32.063 -23.041 15.963
O -31.031 -22.449 21.300
H -31.023 -24.709 20.051
H -32.137 -20.781 17.328
H -32.127 -23.966 15.716
H -31.268 -21.558 21.569
C -23.329 -27.472 16.319
C -23.832 -27.823 17.491
C -24.200 -26.762 18.554
O -24.723 -26.973 19.614
C -23.709 -25.422 18.224
C -23.115 -25.130 17.014
C -22.972 -26.112 15.902
O -22.637 -25.787 14.780
O -22.721 -23.861 16.756
O -24.193 -29.094 17.813
H -23.261 -28.271 15.596
H -23.835 -24.722 19.038
H -23.062 -23.368 17.506
H -24.114 -29.246 18.758